Computed, not measured: C5H9Cl2N2O2P in the gas phase, with the ωB97M-V functional and the def2-TZVPD basis.

- 2S+1: 1
- Orbital gap: 8.950 eV
- ΔE to the lowest compared entry with this formula, charge and spin: 115.41 kJ/mol
- Electronic energy: -46736.0178 eV
- E_HOMO: -8.362 eV
- LUMO energy: 0.59 eV
- Maximum force: 0.109 hartree/bohr
- Molecular weight: 231.0 g/mol

Last column: Löwdin charge in e.
CARTESIAN COORDINATES (ANGSTROEM)
C: -1.59240 2.91640 0.79267  -0.263
P: -2.44248 1.59968 0.18342  0.801
O: -2.04425 0.24759 1.09693  -0.256
C: -0.88557 -0.38365 0.71637  -0.473
C: 0.01424 -0.73695 1.83550  -0.434
Cl: 0.58321 -2.45656 1.63532  0.562
N: -0.78545 -0.45753 -0.56271  0.069
N: 0.36417 -0.95019 -1.12507  -0.015
C: 1.65712 -0.50531 -0.93934  -0.517
O: 1.90466 0.41087 -0.14819  0.027
C: 2.75245 -1.30137 -1.63020  -0.510
Cl: 2.25221 -2.90577 -2.02130  0.649
H: -0.60493 3.10666 0.45642  -0.034
H: -2.23079 3.79431 0.74136  -0.022
H: -3.61763 1.81695 0.49107  -0.064
H: -2.64445 0.72799 -0.94911  0.024
H: 0.83996 -0.08546 1.92373  0.058
H: -0.58954 -0.91710 2.87069  0.137
H: 0.30531 -1.66545 -1.88749  0.109
H: 3.64803 -1.35007 -0.97743  0.106
H: 3.11613 -0.90503 -2.50262  0.045

Cartesian forces (eV/Å) of the 3 atoms listed first:
C -0.8 -0.3 -1.1
P 4.5 -1.6 -0.6
O 0.5 -0.2 0.7